Molecular formula: C20H41BrI2N2O13P2S3
Method: DFT, ωB97M-V with the def2-TZVPD basis set

## Properties
orbital gap: 8.1 eV
highest occupied orbital energy: -8.339 eV

Last column: Mulliken charge in e.
Atoms and positions in Å:
C 0.94 0.11 5.44  -0.841
C -0.38 0.82 5.70  -1.014
N -1.32 0.74 4.56  0.341
C -1.65 2.06 3.99  -0.645
C -0.41 2.77 3.46  -1.010
C -2.24 -0.26 4.60  0.016
S -2.07 -1.64 5.47  -0.225
S -3.74 -0.08 3.63  -0.196
C -3.14 -0.32 1.93  -0.588
C -2.24 -1.53 1.74  -0.997
C -0.74 -1.23 1.98  -0.729
C 0.12 -1.19 0.71  0.074
I 1.98 -0.15 1.25  0.010
O -0.61 -0.51 -0.25  -0.084
C -0.03 -0.04 -1.46  -0.624
C -0.22 1.47 -1.66  -0.038
N 0.74 2.36 -1.05  -0.442
Br -1.97 2.04 -1.02  -0.065
P -0.30 1.75 -3.54  0.130
O -0.51 3.35 -3.55  -0.424
I 2.11 1.54 -4.01  0.014
P 0.63 -2.90 0.16  0.886
O -0.69 -3.77 0.40  -0.557
O 1.55 -3.42 1.36  -0.557
S 1.36 -3.02 -1.60  -0.334
H 1.56 0.14 6.33  0.422
H 1.47 0.59 4.61  0.163
H 0.76 -0.93 5.17  0.201
H -0.19 1.88 5.87  0.421
H -0.87 0.42 6.59  0.558
H -2.15 2.66 4.75  0.479
H -2.35 1.92 3.18  0.404
H 0.28 2.05 3.00  0.063
H 0.12 3.33 4.23  0.405
H -0.70 3.48 2.68  0.366
H -4.07 -0.46 1.37  0.496
H -2.68 0.59 1.54  0.134
H -2.40 -1.94 0.74  0.570
H -2.55 -2.30 2.44  0.507
H -0.31 -1.96 2.67  0.614
H -0.64 -0.26 2.47  -0.264
H 1.03 -0.26 -1.49  0.523
H -0.51 -0.57 -2.28  0.281
H 0.50 2.55 -0.08  0.232
H 1.67 1.96 -1.08  0.253
H -0.17 3.79 -2.74  0.335
H -0.83 -4.02 1.32  0.371
H 2.48 -3.32 1.15  0.357
C 5.57 3.56 -3.50  -0.467
O 6.93 3.25 -3.80  -0.326
C 7.21 1.95 -3.77  0.807
O 6.43 1.07 -3.53  -0.545
O 8.50 1.79 -4.07  -0.325
C 8.93 0.42 -4.08  -0.620
H 5.49 4.64 -3.56  0.231
H 4.91 3.10 -4.23  0.125
H 5.31 3.21 -2.50  0.295
H 8.38 -0.14 -4.83  0.298
H 8.78 -0.04 -3.10  0.291
H 9.99 0.45 -4.33  0.211
C 2.29 1.95 -10.96  -0.635
O 1.88 1.65 -9.62  -0.298
C 0.75 2.26 -9.26  0.744
O 0.09 3.00 -9.94  -0.545
O 0.47 1.90 -8.00  -0.222
C -0.73 2.48 -7.47  -0.400
H 3.21 1.40 -11.11  0.211
H 1.54 1.63 -11.68  0.293
H 2.47 3.02 -11.08  0.294
H -1.59 2.18 -8.07  0.317
H -0.65 3.57 -7.46  0.317
H -0.81 2.09 -6.46  -0.063
C -6.43 -6.65 7.77  -0.627
O -6.59 -5.26 7.45  -0.328
C -6.00 -4.88 6.31  0.777
O -5.38 -5.60 5.58  -0.550
O -6.23 -3.59 6.13  -0.336
C -5.64 -3.04 4.94  -0.453
H -6.95 -6.80 8.70  0.211
H -6.86 -7.27 6.99  0.294
H -5.37 -6.89 7.88  0.292
H -6.05 -3.54 4.06  0.318
H -4.56 -3.14 4.96  0.171
H -5.91 -1.99 4.93  0.247

Molecular formula: C3H14NO3
Method: DFT, ωB97M-V with the def2-TZVPD basis set

## Properties
orbital gap: 10.4 eV
highest occupied orbital energy: -14.776 eV
net charge: +1
energy above the lowest of the compared OMol25 structures with the same formula, charge and spin: 172.71 kJ/mol

Last column: Mulliken charge in e.
Atoms and positions in Å:
C 0.38 0.99 -1.39  -1.369
C -0.20 -0.41 -1.16  0.020
C -0.96 -1.95 0.54  -0.176
N -0.51 -0.78 0.25  0.043
H -0.35 1.77 -1.10  0.307
H 0.54 1.10 -2.46  0.409
H 1.34 1.20 -0.94  0.381
H 0.63 -1.16 -1.49  -0.021
H -1.10 -0.42 -1.77  0.409
H -1.30 -2.31 1.51  0.288
H -1.11 -2.62 -0.30  0.310
H -0.25 -0.06 0.92  0.350
H 0.88 0.36 2.75  0.308
H -0.37 1.51 2.45  0.353
O 0.16 0.64 2.11  -0.654
H 2.13 -3.82 -1.48  0.341
H 1.66 -2.59 -2.30  0.341
O 2.32 -2.85 -1.65  -0.651
H -1.11 3.71 1.03  0.326
H -1.50 4.25 2.49  0.319
O -1.27 3.45 2.00  -0.635

Molecular formula: C33H57NP2PtSi
Method: DFT, ωB97M-V with the def2-TZVPD basis set

## Properties
orbital gap (spin up / spin down): 7.3 / 5.1 eV
highest occupied orbital energy (spin up / spin down): -12.413 / -13.131 eV
<S²>: 6.065
net charge: +2
2S+1: 5
energy above the lowest of the compared OMol25 structures with the same formula, charge and spin: 0.00 kJ/mol

Last column: Mulliken charge in e.
Atoms and positions in Å:
Pt 0.26 -2.58 -3.71  0.147
C 0.02 -2.75 1.99  0.419
C 1.31 -2.97 1.41  0.895
C 1.59 -1.69 3.30  0.739
C 0.20 -1.92 3.13  0.966
C 2.27 -2.32 2.23  0.260
C -1.26 -3.33 1.55  -1.535
H -1.10 -4.11 0.81  0.512
H -1.93 -2.57 1.11  0.199
H -1.80 -3.78 2.40  0.524
C -0.87 -1.37 3.98  -1.169
H -1.81 -1.92 3.83  0.431
H -1.07 -0.30 3.76  -0.195
H -0.60 -1.44 5.04  0.469
C 2.23 -1.01 4.45  -1.315
H 2.36 -1.70 5.30  0.360
H 1.61 -0.17 4.81  0.383
H 3.22 -0.62 4.19  0.353
C 3.74 -2.39 2.06  -1.716
H 4.18 -3.21 2.65  0.349
H 4.22 -1.46 2.40  0.422
H 4.02 -2.55 1.01  0.381
C 1.63 -3.81 0.24  -1.178
H 1.94 -4.82 0.56  0.366
H 2.46 -3.38 -0.32  0.349
H 0.77 -3.90 -0.44  -0.129
C -0.92 -0.24 -4.24  -0.897
C -1.16 -1.66 -4.77  -0.309
C -0.95 -1.86 -6.29  -1.147
C 0.53 -2.15 -6.66  -0.730
C 1.38 -2.47 -5.44  -0.334
C 1.80 -1.44 -4.48  -0.436
C 1.60 0.03 -4.80  -0.632
C 0.15 0.48 -5.06  -1.197
H -1.36 -1.02 -6.87  0.384
H 0.99 -1.35 -7.25  0.315
H -1.54 -2.74 -6.57  0.367
H -0.06 0.37 -6.14  0.411
H -1.87 0.32 -4.30  1.001
H -2.13 -2.07 -4.46  0.664
H 0.05 1.56 -4.87  0.490
H 2.06 0.64 -3.99  0.035
H 2.77 -1.64 -3.98  0.572
H 2.20 0.25 -5.70  0.585
H 0.56 -3.03 -7.33  0.384
H 2.07 -3.32 -5.53  0.539
P -0.51 0.13 -2.34  0.678
P 2.02 1.04 -0.74  1.002
C -0.29 1.97 -2.18  -0.874
C 1.10 2.39 -1.67  -1.262
H -1.07 2.33 -1.49  0.335
H -0.50 2.45 -3.14  0.520
H 1.74 2.70 -2.50  0.472
H 0.99 3.22 -0.95  0.702
C 2.07 1.85 0.91  -0.975
H 2.03 1.08 1.69  -0.044
H 1.20 2.50 1.02  0.363
H 3.00 2.43 1.01  0.435
C 3.73 1.39 -1.30  -1.483
H 3.74 2.30 -1.90  0.426
H 4.09 0.54 -1.90  0.332
H 4.37 1.51 -0.41  0.463
C -2.17 -0.08 -1.63  -0.970
H -2.23 -1.09 -1.21  0.297
H -2.93 0.04 -2.41  0.447
H -2.36 0.64 -0.82  -0.035
C -0.95 -3.36 -2.25  -0.370
H -0.94 -2.79 -1.32  -0.637
H -0.58 -4.38 -2.05  0.550
H -1.98 -3.40 -2.65  0.399
C -3.64 0.21 1.94  -0.632
Si -3.28 1.93 2.62  0.103
C -3.53 3.21 1.26  -1.137
C -4.44 2.32 4.04  -1.128
N -1.64 1.94 3.17  0.034
C -0.75 2.76 3.68  -0.160
C -0.99 4.15 3.98  -0.231
C 0.04 4.96 4.45  -0.745
C 1.33 4.44 4.66  -0.634
C 1.58 3.08 4.40  -0.063
C 0.58 2.26 3.92  0.484
H -4.20 -0.39 2.67  0.467
H -2.70 -0.32 1.70  -0.364
H -4.24 0.27 1.02  0.442
H -4.37 3.87 1.51  0.396
H -2.63 3.82 1.14  0.318
H -3.76 2.73 0.30  0.340
H -4.85 1.40 4.48  0.314
H -3.91 2.87 4.83  0.353
H -5.28 2.94 3.70  0.363
H -1.99 4.55 3.81  0.427
H -0.16 6.01 4.66  0.402
H 2.13 5.08 5.04  0.396
H 2.59 2.68 4.57  0.419
H 0.76 1.21 3.67  -0.291

Computed maximum force (Eh/bohr) in order:
0.02241 0.07749 0.05211
Computed E (a.u.) in order:
-6921.11716 -402.89081 -2437.18705
Computed M (g mol⁻¹) in order:
1009.4 112.1 752.9